A | The following is a DFT calculation (wB97M-V/def2-TZVPD) of an isolated molecule of C2H3ClN4.

Last column: Löwdin charge in e.
Cartesian coordinates (Å):
H  -0.024  -2.236  -0.315  0.004
N  0.845  -1.675  -0.337  0.118
C  0.452  -0.523  -0.007  -0.609
N  1.266  0.518  0.115  0.119
N  -0.941  -0.100  -0.023  -0.372
Cl  -2.239  -1.320  0.154  0.692
C  -1.240  1.177  -0.105  -0.394
N  -1.281  2.324  -0.086  0.169
H  2.223  0.268  0.197  0.096
H  0.940  1.567  0.408  0.176

Kohn-Sham gap in eV: 8.81
LUMO energy in eV: -0.93
SMILES string: [H]/N=C(/N)N(Cl)C#N
Total charge: 0

B | The following is a DFT calculation (wB97M-V/def2-TZVPD) of a 2-piece molecular cluster, C2H3ClN4 overall.

Last column: Löwdin charge in e.
Cartesian coordinates (Å):
N  -2.620  0.503  0.138  0.188
C  -2.094  1.169  0.981  -0.402
N  -1.276  1.586  1.770  -0.432
Cl  -1.225  2.984  2.699  0.610
H  -2.870  -0.454  0.130  0.077
N  2.310  -0.153  -1.346  0.153
C  1.704  -0.180  -0.301  -0.418
N  1.008  -0.353  0.638  0.167
H  3.182  0.193  -1.578  0.032
H  0.220  0.159  1.010  0.025

Kohn-Sham gap in eV: 9.83
LUMO energy in eV: -0.01
SMILES string: N=C=NCl.N=C=N
Total charge: 0

Stability summary - winner: A; margin: 63.7 kJ/mol.

A | The following is a DFT calculation (wB97M-V/def2-TZVPD) of a 2-piece molecular cluster, C6H9NO3 overall.

Last column: Löwdin charge in e.
Cartesian coordinates (Å):
C  -0.233  -0.790  -0.452  -0.372
C  -1.786  0.789  -2.528  0.026
C  1.130  0.158  1.347  -0.420
C  0.943  -1.050  -1.314  0.007
C  -1.457  -1.047  -0.889  -0.033
C  1.048  1.286  2.419  0.021
N  -0.051  -0.063  0.688  0.001
O  -1.626  0.644  -3.657  0.058
O  2.154  -0.485  1.200  0.059
O  -1.119  0.839  1.147  0.033
H  0.773  -2.081  -1.645  0.107
H  1.778  -0.942  -0.679  0.048
H  0.848  -0.356  -2.112  0.076
H  -1.546  1.070  0.343  0.064
H  -1.608  -1.486  -1.781  0.026
H  -2.299  -1.058  -0.211  0.090
H  0.457  1.041  3.286  0.082
H  0.649  2.070  1.875  0.051
H  1.946  1.460  2.962  0.074

Kohn-Sham gap in eV: 9.15
LUMO energy in eV: 0.49
Total charge: 0

B | The following is a DFT calculation (wB97M-V/def2-TZVPD) of an isolated molecule of C6H9NO3.

Last column: Löwdin charge in e.
Cartesian coordinates (Å):
C  -0.860  -1.695  -0.883  0.055
C  -0.834  -0.407  -0.519  -0.347
N  -1.887  0.455  -0.770  0.112
C  0.586  0.241  -0.152  -0.460
C  0.553  1.765  -0.221  -0.004
O  1.663  -0.182  -0.949  0.019
C  0.802  -0.244  1.279  -0.263
O  2.091  -0.279  1.765  0.049
C  -0.274  -0.729  1.851  -0.126
O  -1.223  -0.969  2.508  0.163
H  -1.757  -2.155  -1.262  0.065
H  -0.023  -2.349  -0.710  0.067
H  -1.996  1.213  -0.115  0.090
H  -2.752  -0.001  -1.019  0.100
H  -0.148  2.178  0.498  0.088
H  0.284  2.081  -1.226  0.093
H  1.550  2.134  0.016  0.093
H  1.558  -1.119  -1.153  0.099
H  2.667  0.062  1.062  0.106

Kohn-Sham gap in eV: 8.49
LUMO energy in eV: 0.49
SMILES string: C=C(N)[C@](C)(O)C(O)=C=O
Total charge: 0

C | The following is a DFT calculation (wB97M-V/def2-TZVPD) of a 2-piece molecular cluster, C6H9NO3 overall.

Last column: Löwdin charge in e.
Cartesian coordinates (Å):
C  2.374  -0.232  1.006  -0.235
C  -0.887  0.992  -0.284  -0.624
C  -0.269  1.599  -1.526  0.019
C  -0.741  0.494  1.954  -0.031
C  -0.041  -2.072  -0.932  -0.021
C  1.493  -0.604  0.043  -0.081
N  3.161  0.282  1.681  0.186
O  -1.977  0.490  -0.318  0.087
O  -0.150  0.985  0.782  -0.080
O  0.918  -1.755  0.064  -0.061
H  0.669  2.050  -1.259  0.076
H  0.020  0.841  -2.202  0.053
H  -1.024  2.271  -2.144  0.141
H  -1.497  1.106  2.345  0.085
H  0.125  0.322  2.661  0.125
H  -1.272  -0.395  1.669  0.089
H  0.448  -2.450  -1.835  0.110
H  -0.631  -1.180  -1.209  0.078
H  -0.718  -2.746  -0.497  0.086

Kohn-Sham gap in eV: 8.23
LUMO energy in eV: -0.62
Total charge: 0

D | The following is a DFT calculation (wB97M-V/def2-TZVPD) of C6H9NO3 as an isolated structure.

Last column: Löwdin charge in e.
Cartesian coordinates (Å):
C  -0.660  -0.478  0.751  -0.137
C  -1.662  0.658  0.785  -0.121
C  -0.472  -0.711  -1.435  -0.285
C  -1.340  -0.574  -2.305  0.164
H  -0.162  -0.507  1.725  0.087
H  -1.112  -1.468  0.675  0.098
H  -2.286  0.686  -0.111  0.058
H  -2.333  0.550  1.643  0.078
H  -1.172  1.629  0.884  0.077
H  -2.362  -0.424  -2.557  0.038
C  1.406  1.105  0.066  -0.483
C  1.177  -0.398  -0.010  -0.382
N  2.157  -1.115  0.599  0.172
O  0.905  1.832  -0.928  0.151
O  1.965  1.581  1.020  0.127
O  0.854  -0.912  -1.258  0.017
H  0.397  1.276  -1.554  0.108
H  2.006  -2.107  0.710  0.119
H  2.695  -0.624  1.302  0.114

Kohn-Sham gap in eV: 9.00
LUMO energy in eV: 0.08
Total charge: 0

Stability summary - winner: B; margin: 101.9 kJ/mol.

A | The following is a DFT calculation (wB97M-V/def2-TZVPD) of a 2-piece molecular cluster, C6H9NO3 overall.

Last column: Löwdin charge in e.
Cartesian coordinates (Å):
O  -1.955  0.309  -4.648  0.121
C  -1.399  -0.337  -3.790  -0.267
C  -2.007  -0.569  -2.413  -0.141
N  -1.403  -1.704  -1.770  -0.057
C  -1.647  -2.981  -2.394  -0.175
C  -0.551  -3.297  -3.419  -0.413
O  -0.397  -2.180  -4.290  -0.156
C  0.718  -3.649  -2.750  -0.080
C  1.828  -3.654  -2.265  0.125
H  -1.855  0.354  -1.839  0.141
H  -3.093  -0.690  -2.571  0.136
H  -0.642  -1.625  -1.111  0.129
H  -1.714  -3.795  -1.656  0.125
H  -2.600  -2.969  -2.943  0.130
H  -0.862  -4.148  -4.041  0.142
H  2.779  -3.802  -1.784  0.032
O  0.295  0.042  -3.463  -0.117
H  0.537  -1.389  -3.745  0.252
H  0.515  0.647  -4.181  0.071

Kohn-Sham gap in eV: 9.37
LUMO energy in eV: 0.54
Total charge: 0

B | The following is a DFT calculation (wB97M-V/def2-TZVPD) of an isolated molecule of C6H9NO3.

Last column: Löwdin charge in e.
Cartesian coordinates (Å):
C  1.439  0.484  -1.543  0.045
C  0.253  0.120  -1.118  -0.093
C  -0.009  -0.675  0.129  -0.336
C  1.145  -1.531  0.663  0.004
O  -1.229  -1.384  0.079  0.036
C  -1.304  -0.323  1.070  -0.276
C  -2.136  0.842  0.714  0.013
N  -1.216  -0.699  2.440  -0.370
O  -1.613  0.179  3.126  0.118
O  -0.910  -1.820  2.693  0.128
H  1.573  1.059  -2.414  0.054
H  2.255  0.063  -0.984  0.058
H  -0.710  0.308  -1.644  0.126
H  0.857  -2.434  1.246  0.101
H  1.706  -0.988  1.341  0.060
H  1.709  -1.644  -0.274  0.081
H  -1.692  1.749  0.799  0.061
H  -3.110  0.914  1.294  0.129
H  -2.366  0.695  -0.280  0.060

Kohn-Sham gap in eV: 10.04
LUMO energy in eV: 0.06
SMILES string: C=C[C@]1(C)O[C@@]1(C)[N+](=O)[O-]
Total charge: 0

Stability summary - winner: A; margin: 62.0 kJ/mol.

A | The following is a DFT calculation (wB97M-V/def2-TZVPD) of a 2-piece molecular cluster, C5H14S overall.

Last column: Löwdin charge in e.
Cartesian coordinates (Å):
C  1.693  -0.432  -0.694  -0.173
C  0.239  -0.050  -0.845  -0.574
S  0.053  1.538  -1.716  0.779
C  0.769  2.593  -0.474  -0.467
H  2.169  -0.528  -1.667  0.074
H  1.839  -1.402  -0.202  0.066
H  2.202  0.239  -0.001  0.062
H  -0.318  -0.816  -1.391  0.070
H  -0.402  0.137  0.020  0.053
H  0.624  3.662  -0.649  0.032
H  0.513  2.478  0.585  0.048
H  1.861  2.500  -0.518  0.025
C  -1.753  -1.955  2.961  -0.151
C  -1.086  -2.853  1.854  -0.145
H  -2.831  -1.994  3.039  0.055
H  -1.132  -2.260  3.804  0.053
H  -1.486  -0.895  2.907  0.050
H  -0.322  -3.462  2.337  0.055
H  -0.484  -2.192  1.230  0.032
H  -1.807  -3.444  1.300  0.059

Kohn-Sham gap in eV: 9.39
LUMO energy in eV: 0.94
SMILES string: CCSC.CC
Total charge: 0

B | The following is a DFT calculation (wB97M-V/def2-TZVPD) of a 2-piece molecular cluster, C5H14S overall.

Last column: Löwdin charge in e.
Cartesian coordinates (Å):
C  1.608  0.673  -0.610  -0.193
C  1.605  1.891  -1.513  -0.551
S  -0.122  2.350  -1.975  0.762
C  -0.890  0.693  -2.271  -0.434
H  1.110  -0.186  -1.068  0.038
H  1.122  0.988  0.340  0.078
H  2.557  0.398  -0.102  0.080
H  2.066  2.755  -1.030  0.065
H  2.246  1.988  -2.361  0.047
H  -1.967  0.719  -2.073  0.024
H  -0.650  0.280  -3.313  0.056
H  -0.541  -0.194  -1.654  0.016
C  -1.077  -1.496  2.956  -0.218
C  -0.921  -1.640  1.471  -0.218
H  -1.086  -2.554  3.495  0.118
H  -0.316  -0.859  3.223  0.017
H  -1.954  -0.880  3.233  0.068
H  0.110  -1.996  1.354  0.057
H  -0.974  -0.696  0.763  0.075
H  -1.927  -2.236  1.134  0.112

Kohn-Sham gap in eV: 9.45
LUMO energy in eV: 0.91
SMILES string: CCSC.CC
Total charge: 0

C | The following is a DFT calculation (wB97M-V/def2-TZVPD) of a 2-piece molecular cluster, C5H14S overall.

Last column: Löwdin charge in e.
Cartesian coordinates (Å):
C  -2.946  -0.598  1.025  -0.125
C  -2.670  -1.412  -0.230  -0.326
C  -1.517  -0.945  -1.101  -0.135
H  -2.818  0.469  0.865  0.065
H  -3.959  -0.733  1.397  0.064
H  -2.259  -0.872  1.824  0.069
H  -2.449  -2.426  0.117  0.098
H  -3.573  -1.495  -0.846  0.099
H  -1.230  -1.717  -1.813  0.071
H  -0.652  -0.663  -0.493  0.039
H  -1.756  -0.031  -1.660  0.076
C  1.885  0.271  -1.659  -0.154
C  1.705  1.232  -0.480  -0.615
S  1.657  0.537  1.222  0.651
H  2.457  -0.560  -1.267  0.061
H  0.955  0.100  -2.186  0.054
H  2.542  0.770  -2.370  0.066
H  0.766  1.796  -0.507  0.056
H  2.519  1.943  -0.426  0.046
H  2.887  0.011  1.203  -0.160

Kohn-Sham gap in eV: 9.95
LUMO energy in eV: 0.92
SMILES string: CCC.CCS
Total charge: 0

Stability summary - winner: C; margin: 49.0 kJ/mol.